The following is a DFT calculation (ωB97M-V/def2-TZVPD) of 2 unconnected molecules or ions with the total composition C25H42N2O5PS at a distorted geometry.

Calculated values
LUMO energy	-4.67	eV
E_HOMO	-11.24	eV
gap between HOMO and LUMO	6.6	eV
total charge	+1

Each atom is followed by the atoms it is bonded to, with distances in Å.
Geometry (Å):
1 C 6.502 2.140 -0.290  C2 1.539, H29 1.093, H30 1.089, H31 1.093
2 C 6.489 0.784 -1.018  C1 1.539, C3 1.548, H32 1.091, H33 1.096
3 C 5.681 -0.268 -0.222  C2 1.548, C4 1.556, H34 1.094, H35 1.092
4 C 4.892 -1.247 -1.139  C3 1.556, C5 1.549, H36 1.091, H37 1.092
5 C 3.360 -1.028 -1.074  C4 1.549, C6 1.533, H38 1.093, H39 1.097
6 C 2.615 -2.196 -0.418  C5 1.533, C7 1.536, H40 1.096, H41 1.095
7 C 1.092 -2.087 -0.582  C6 1.536, C8 1.534, H42 1.094, H43 1.098
8 C 0.400 -3.454 -0.513  C7 1.534, C9 1.543, H44 1.095, H45 1.093
9 C -1.086 -3.402 -0.926  C8 1.543, C10 1.536, H46 1.095, H47 1.096
10 C -2.014 -3.288 0.294  C9 1.536, C11 1.559, H48 1.096, H49 1.089
11 C -3.508 -3.153 -0.128  C10 1.559, C12 1.527, H50 1.092, H51 1.093
12 C -4.115 -1.959 0.605  C11 1.527, C13 1.568, H52 1.094, H53 1.099
13 C -5.617 -1.684 0.248  C12 1.568, C14 1.564, C24 1.519, H54 1.085
14 C -5.629 -1.233 -1.249  C13 1.564, C15 1.569, H55 1.089, H56 1.088
15 C -5.837 0.320 -1.331  C14 1.569, C16 1.545, N22 1.474, H57 1.089
16 C -7.130 0.477 -2.161  C15 1.545, C17 1.370, N21 1.312
17 C -8.255 0.960 -1.547  C16 1.370, C18 1.388, H58 1.081
18 C -9.399 1.068 -2.324  C17 1.388, C19 1.364, H59 1.080
19 C -9.274 0.655 -3.619  C18 1.364, C20 1.370, H60 1.085
20 C -8.101 0.188 -4.149  C19 1.370, N21 1.331, H61 1.083
21 N -6.995 0.110 -3.413  C16 1.312, C20 1.331
22 N -5.922 0.670 0.099  C15 1.474, S23 1.738, C24 1.280
23 S -6.064 2.239 0.831  N22 1.738, H62 1.353
24 C -5.836 -0.328 0.896  C13 1.519, N22 1.280, P25 1.849
25 P -5.925 -0.396 2.742  C24 1.849, O26 1.450, O27 1.594, O28 1.603
26 O -5.878 -1.756 3.241  P25 1.450
27 O -7.324 0.259 3.139  P25 1.594, H63 0.973
28 O -4.790 0.518 3.409  P25 1.603, H64 0.972
29 H 6.807 2.925 -0.987  C1 1.093
30 H 7.186 2.127 0.557  C1 1.089
31 H 5.516 2.389 0.111  C1 1.093
32 H 7.509 0.441 -1.201  C2 1.091
33 H 6.017 0.945 -1.994  C2 1.096
34 H 6.404 -0.833 0.374  C3 1.094
35 H 5.024 0.240 0.487  C3 1.092
36 H 5.224 -1.066 -2.162  C4 1.091
37 H 5.161 -2.261 -0.837  C4 1.092
38 H 3.135 -0.083 -0.572  C5 1.093
39 H 3.012 -0.944 -2.110  C5 1.097
40 H 2.876 -2.196 0.647  C6 1.096
41 H 3.001 -3.133 -0.832  C6 1.095
42 H 0.852 -1.547 -1.503  C7 1.094
43 H 0.723 -1.502 0.272  C7 1.098
44 H 0.456 -3.843 0.509  C8 1.095
45 H 0.952 -4.156 -1.143  C8 1.093
46 H -1.241 -2.579 -1.632  C9 1.095
47 H -1.310 -4.341 -1.443  C9 1.096
48 H -1.745 -2.352 0.794  C10 1.096
49 H -1.825 -4.163 0.914  C10 1.089
50 H -4.023 -4.095 0.071  C11 1.092
51 H -3.496 -3.027 -1.214  C11 1.093
52 H -3.972 -2.140 1.674  C12 1.094
53 H -3.541 -1.057 0.354  C12 1.099
54 H -6.354 -2.407 0.582  C13 1.085
55 H -6.427 -1.797 -1.729  C14 1.089
56 H -4.746 -1.433 -1.852  C14 1.088
57 H -4.940 0.770 -1.755  C15 1.089
58 H -8.285 1.237 -0.503  C17 1.081
59 H -10.326 1.455 -1.928  C18 1.080
60 H -10.144 0.701 -4.266  C19 1.085
61 H -8.035 -0.135 -5.180  C20 1.083
62 H -6.309 3.016 -0.249  S23 1.353
63 H -7.498 -0.094 4.029  O27 0.973
64 H -4.299 0.965 2.699  O28 0.972
65 O 8.604 1.875 2.689  C66 1.196
66 C 9.030 2.987 2.587  O65 1.196, O67 1.357, C70 1.516
67 O 8.395 3.960 1.883  C66 1.357, C68 1.439
68 C 9.205 5.148 1.853  O67 1.439, C69 1.521, H71 1.092, H72 1.088
69 C 10.135 5.030 3.050  C68 1.521, C70 1.525, H73 1.088, H74 1.091
70 C 10.331 3.521 3.152  C66 1.516, C69 1.525, H75 1.091, H76 1.086
71 H 9.747 5.174 0.905  C68 1.092
72 H 8.560 6.023 1.914  C68 1.088
73 H 11.061 5.590 2.932  C69 1.088
74 H 9.634 5.396 3.947  C69 1.091
75 H 11.154 3.171 2.528  C70 1.091
76 H 10.470 3.192 4.178  C70 1.086